# 1
{"formula": "C11H66NO21", "method": "ωB97M-V with the def2-TZVPD basis set", "relative_energy_kcal_mol": 37.17, "energy_ha": -2092.933511, "total_charge": 1, "homo_energy_ev": -12.5, "mol_weight_da": 548.6, "homo_lumo_gap_ha": 0.36271, "symbols": ["C", "C", "C", "C", "N", "C", "C", "C", "C", "C", "C", "C", "H", "H", "H", "H", "H", "H", "H", "H", "H", "H", "H", "H", "H", "H", "H", "H", "H", "H", "H", "H", "H", "H", "H", "H", "O", "H", "H", "O", "H", "H", "O", "H", "H", "O", "H", "H", "O", "H", "H", "O", "H", "H", "O", "H", "H", "O", "H", "H", "O", "H", "H", "O", "H", "H", "O", "H", "H", "O", "H", "H", "O", "H", "H", "O", "H", "H", "O", "H", "H", "O", "H", "H", "O", "H", "H", "O", "H", "H", "O", "H", "H", "O", "H", "H", "O", "H", "H"], "coordinates": [[-3.661, -1.977, -0.258], [-2.285, -2.305, 0.489], [-1.494, -1.000, 0.677], [-0.653, -0.604, -0.521], [0.551, 0.244, -0.375], [1.175, 0.637, -1.676], [2.661, 0.576, -1.641], [2.946, -0.595, -0.600], [1.705, -0.399, 0.387], [0.072, 1.526, 0.407], [1.088, 2.696, 0.557], [0.599, 3.902, 1.426], [-4.145, -0.958, 0.097], [-4.476, -2.544, 0.127], [-3.710, -2.010, -1.345], [-1.855, -3.080, -0.186], [-2.387, -2.745, 1.438], [-0.681, -1.068, 1.653], [-2.033, -0.198, 1.159], [-1.249, 0.001, -1.453], [-0.247, -1.646, -0.934], [0.711, 1.528, -2.062], [0.911, -0.139, -2.293], [3.089, 1.493, -1.090], [3.092, 0.143, -2.467], [3.979, -0.439, -0.294], [2.861, -1.650, -1.090], [2.046, -0.129, 1.190], [1.358, -1.434, 0.659], [-0.267, 1.160, 1.485], [-0.924, 1.773, -0.206], [1.301, 3.047, -0.455], [2.156, 2.400, 0.924], [-0.378, 4.347, 0.934], [1.387, 4.696, 1.373], [0.123, 3.598, 2.326], [-2.821, -3.848, -4.363], [-3.772, -4.128, -4.627], [-2.671, -2.831, -3.934], [1.121, 4.385, -2.658], [0.921, 5.090, -2.068], [1.719, 4.795, -3.273], [-1.436, -1.310, -3.875], [-0.814, -1.728, -4.502], [-1.682, -0.399, -4.033], [5.032, -2.677, -3.064], [5.328, -1.878, -2.499], [4.948, -3.508, -2.671], [-1.930, -5.260, 2.263], [-1.077, -5.155, 1.854], [-2.289, -5.797, 1.521], [-2.097, -6.216, -1.977], [-1.401, -6.620, -2.392], [-1.685, -5.273, -1.914], [-1.368, 4.081, 4.865], [-0.499, 4.500, 4.752], [-1.218, 3.962, 5.849], [3.587, 4.598, -0.818], [3.473, 5.348, -0.397], [2.925, 4.398, -1.372], [-2.422, 1.882, 3.429], [-2.265, 2.722, 3.782], [-3.282, 1.478, 3.456], [-6.374, -1.869, -2.491], [-6.645, -1.312, -1.653], [-6.115, -2.735, -2.107], [1.660, -0.582, 3.930], [0.749, -0.387, 4.413], [1.678, -1.421, 4.173], [4.168, 4.266, 2.893], [3.449, 3.950, 3.434], [4.311, 3.817, 2.055], [-3.597, -3.557, 3.655], [-4.299, -3.252, 2.961], [-3.186, -4.271, 3.196], [0.288, -4.897, 0.530], [0.279, -4.480, -0.366], [0.703, -5.748, 0.360], [-0.253, -4.066, -2.291], [0.457, -4.541, -2.493], [0.002, -3.313, -2.935], [-2.408, 4.628, -1.657], [-2.416, 4.915, -2.599], [-2.138, 5.349, -0.948], [4.708, 2.295, 1.054], [4.594, 2.944, 0.277], [5.532, 2.027, 1.280], [-1.708, 6.578, 0.161], [-0.788, 6.497, -0.026], [-2.162, 7.462, -0.129], [-5.111, 1.791, 0.637], [-4.520, 2.390, 0.303], [-5.463, 1.892, 1.513], [2.284, -3.604, 2.044], [2.331, -3.702, 2.922], [1.531, -4.028, 1.534], [6.655, -0.651, -1.387], [7.536, -0.585, -1.485], [6.541, -1.238, -0.480]], "lowdin_charge": [-0.080, -0.199, -0.196, -0.161, -0.213, -0.137, -0.114, -0.082, -0.061, -0.070, -0.222, -0.067, 0.103, 0.037, 0.050, 0.093, 0.054, 0.180, 0.087, 0.193, 0.152, 0.130, 0.089, 0.127, 0.089, 0.092, 0.131, 0.016, 0.124, 0.153, 0.174, 0.058, 0.126, 0.096, 0.083, 0.039, -0.201, 0.076, 0.092, -0.018, 0.022, 0.052, -0.060, 0.072, 0.060, -0.080, 0.042, -0.011, -0.050, -0.009, 0.080, -0.059, -0.033, 0.039, -0.070, 0.047, 0.093, 0.085, -0.020, -0.056, -0.037, -0.049, 0.030, -0.122, 0.097, 0.031, -0.034, 0.125, -0.073, -0.064, 0.024, -0.028, -0.095, 0.084, -0.054, -0.051, 0.046, 0.087, -0.022, -0.016, 0.116, -0.152, 0.039, 0.017, -0.040, 0.079, -0.001, -0.071, 0.017, 0.144, -0.010, -0.020, 0.034, -0.034, -0.043, 0.022, -0.063, -0.035, 0.156]}

=====

# 2
{"formula": "C11H66O31S3", "method": "ωB97M-V with the def2-TZVPD basis set", "energy_ha": -3985.706980, "total_charge": 0, "homo_energy_ev": -9.4, "mol_weight_da": 790.8, "homo_lumo_gap_ha": 0.33740, "symbols": ["C", "C", "C", "O", "C", "O", "C", "S", "C", "C", "C", "O", "S", "O", "O", "C", "O", "C", "O", "C", "S", "H", "H", "H", "H", "H", "H", "H", "H", "H", "H", "H", "H", "H", "H", "H", "H", "H", "H", "O", "H", "H", "O", "H", "H", "O", "H", "H", "O", "H", "H", "O", "H", "H", "O", "H", "H", "O", "H", "H", "O", "H", "H", "O", "H", "H", "O", "H", "H", "O", "H", "H", "O", "H", "H", "O", "H", "H", "O", "H", "H", "O", "H", "H", "O", "H", "H", "O", "H", "H", "O", "H", "H", "O", "H", "H", "O", "H", "H", "O", "H", "H", "O", "H", "H", "O", "H", "H", "O", "H", "H"], "coordinates": [[1.706, 0.823, 1.032], [0.662, 0.641, -0.055], [-0.080, 1.947, -0.260], [-0.961, 1.905, -1.402], [-1.534, 3.117, -1.661], [-0.866, 4.128, -1.837], [-3.042, 3.157, -1.698], [-3.764, 2.791, -0.092], [-3.689, 0.976, 0.155], [-3.692, 0.191, -1.159], [-4.350, -1.187, -1.123], [-4.022, -1.965, 0.038], [-5.024, -1.890, 1.297], [-6.379, -1.749, 0.771], [-4.641, -0.446, 1.921], [-4.856, 0.700, 1.091], [1.277, 0.236, -1.293], [1.719, -1.051, -1.340], [2.772, -1.381, -0.804], [0.904, -2.006, -2.146], [-0.835, -1.965, -1.618], [1.205, 1.144, 1.946], [2.438, 1.572, 0.737], [2.181, -0.120, 1.239], [-0.056, -0.107, 0.287], [0.631, 2.765, -0.364], [-0.699, 2.105, 0.624], [-3.466, 2.567, -2.507], [-3.290, 4.197, -1.896], [-2.763, 0.779, 0.691], [-4.197, 0.733, -1.956], [-2.657, 0.041, -1.454], [-5.422, -1.115, -1.278], [-3.967, -1.739, -1.977], [-5.788, 0.640, 0.529], [-4.967, 1.539, 1.776], [1.290, -3.010, -2.007], [0.942, -1.722, -3.193], [-1.387, -2.800, -2.511], [-3.479, 5.941, 0.158], [-3.988, 6.755, 0.107], [-2.569, 6.229, 0.279], [-7.771, -0.020, -2.096], [-7.445, -0.393, -1.268], [-8.569, 0.451, -1.839], [3.155, -1.464, 2.653], [3.167, -1.838, 1.764], [3.226, -2.233, 3.231], [5.821, -0.344, -1.424], [4.867, -0.248, -1.320], [5.920, -0.953, -2.162], [-1.838, -3.534, -4.456], [-1.175, -3.441, -5.146], [-2.587, -3.946, -4.907], [1.414, -0.005, -4.580], [1.058, 0.888, -4.631], [2.272, 0.112, -4.160], [-2.421, -6.174, -5.184], [-1.737, -6.171, -4.510], [-2.608, -7.105, -5.309], [4.199, -1.822, 5.337], [3.668, -1.064, 5.080], [5.046, -1.426, 5.556], [-0.537, 2.185, -4.667], [-0.657, 1.709, -3.834], [-1.257, 2.817, -4.725], [5.083, 0.813, 6.055], [4.511, 1.530, 5.753], [5.913, 1.257, 6.277], [-1.206, -8.053, -3.345], [-0.515, -8.028, -2.675], [-1.386, -8.990, -3.465], [6.720, 3.157, 6.798], [6.161, 3.884, 6.506], [7.562, 3.566, 7.015], [4.267, 3.130, -0.771], [4.762, 2.314, -0.648], [3.492, 2.881, -1.291], [-6.351, -4.260, -0.924], [-5.726, -4.765, -0.396], [-6.410, -3.402, -0.484], [-6.274, -3.377, -4.260], [-6.001, -3.772, -3.424], [-7.039, -2.843, -4.026], [3.795, -3.821, -2.015], [4.272, -4.272, -1.314], [3.467, -3.003, -1.613], [3.181, 2.153, 4.204], [3.007, 1.376, 3.660], [2.402, 2.711, 4.093], [2.220, 4.713, 3.487], [1.733, 5.526, 3.315], [3.120, 5.002, 3.678], [-5.638, 5.133, -2.039], [-5.343, 4.781, -1.191], [-6.460, 5.592, -1.845], [1.618, 5.112, 6.413], [1.600, 4.950, 5.460], [0.741, 5.437, 6.634], [7.579, -0.919, 6.991], [7.717, -1.077, 7.929], [6.723, -0.486, 6.944], [2.255, 3.486, -3.022], [2.425, 3.450, -3.967], [1.312, 3.677, -2.941], [5.866, -4.031, -3.961], [4.910, -4.022, -3.836], [6.032, -4.608, -4.711], [2.286, -3.812, 6.548], [3.016, -3.267, 6.222], [2.640, -4.252, 7.324]], "lowdin_charge": [-0.009, -0.328, -0.095, -0.031, -0.519, 0.111, -0.362, 1.004, -0.515, -0.175, -0.212, -0.325, 0.976, -0.414, -0.307, -0.268, 0.006, -0.493, 0.091, -0.402, 0.833, 0.097, 0.093, 0.042, 0.130, 0.139, 0.136, 0.095, 0.067, 0.104, 0.115, 0.053, 0.091, 0.124, 0.118, 0.110, 0.077, 0.071, -0.141, -0.070, 0.046, 0.047, -0.052, 0.002, 0.040, -0.055, 0.026, 0.036, -0.050, 0.001, 0.035, -0.075, 0.050, 0.035, -0.039, 0.001, 0.045, -0.067, 0.009, 0.029, -0.048, 0.032, 0.025, -0.035, 0.031, 0.052, -0.061, 0.015, 0.010, -0.043, 0.048, 0.047, -0.040, 0.048, 0.048, -0.060, 0.022, -0.010, -0.050, 0.042, -0.017, -0.064, 0.007, 0.028, -0.052, 0.055, -0.005, -0.045, 0.031, 0.015, -0.048, 0.060, 0.068, -0.063, -0.021, 0.039, -0.061, -0.016, 0.032, -0.046, 0.039, -0.004, -0.040, 0.047, 0.016, -0.075, 0.000, 0.028, -0.073, -0.012, 0.026]}